1.
Molecular formula: C44H114N12O12P2
Method: DFT, ωB97M-V with the def2-TZVPD basis set

total charge = +1
E_HOMO (spin up / spin down) = -9.653 / -9.653 eV
E_tot = -108490.5189 eV
spin multiplicity = 2
Kohn-Sham gap (spin up / spin down) = 7.10 / 2.25 eV

Each line ends with the Mulliken spin population.
Atoms and positions in Å:
O (-2.64515, 2.19385, 5.71315)  0.00
P (-2.71656, 0.73814, 5.48719)  0.00
N (-2.40638, -0.26286, 6.87271)  0.00
C (-3.44338, -0.68650, 7.79846)  0.00
C (-1.22520, 0.08058, 7.66151)  0.00
N (-1.42353, 0.15771, 4.40552)  0.00
C (-0.37483, 1.06873, 4.08574)  0.00
C (-0.99893, -1.23169, 4.32134)  0.00
N (-4.27037, 0.15825, 4.85539)  0.00
C (-4.34848, -1.14297, 4.19192)  0.00
C (-5.43601, 0.88399, 5.24622)  0.00
H (-2.93962, -1.10854, 8.66806)  0.00
H (-4.18255, -1.35090, 7.35092)  0.00
H (-4.12239, 0.10880, 8.10593)  0.00
H (-1.00774, -0.58923, 8.49348)  0.00
H (-1.31855, 1.10563, 8.02026)  0.00
H (-0.43079, -0.03802, 6.92468)  0.00
H (0.29218, 1.05755, 4.94775)  0.00
H (0.38060, 0.66729, 3.41026)  0.00
H (-0.78812, 1.97286, 3.63868)  0.00
H (-0.40410, -1.48804, 3.44466)  0.00
H (-0.18392, -1.36938, 5.03191)  0.00
H (-1.78865, -1.97103, 4.45484)  0.00
H (-4.01326, -1.97834, 4.80665)  0.00
H (-5.33516, -1.29866, 3.75568)  0.00
H (-3.74998, -0.91284, 3.31048)  0.00
H (-5.35238, 1.13416, 6.30382)  0.00
H (-6.33297, 0.27532, 5.13189)  0.00
H (-5.52271, 1.72658, 4.56022)  0.00
O (-4.46822, 2.25084, 1.97290)  0.03
P (-4.98044, 2.26831, 0.59917)  -0.04
N (-4.36785, 1.07063, -0.38230)  0.45
C (-4.89051, 0.76630, -1.65614)  -0.02
C (-2.90310, 0.97978, -0.46406)  -0.01
N (-4.72747, 3.71310, -0.26898)  0.42
C (-5.68621, 4.09317, -1.31296)  -0.03
C (-3.36247, 4.19278, -0.49691)  -0.03
N (-6.65232, 2.11967, 0.70976)  0.00
C (-7.34507, 3.30124, 1.36150)  0.00
C (-7.24047, 0.85835, 1.24216)  -0.01
H (-5.93053, 0.44044, -1.67257)  0.01
H (-4.24268, 0.12379, -2.25246)  0.02
H (-4.78343, 1.60458, -2.34454)  0.04
H (-2.44072, 1.95708, -0.32562)  0.02
H (-2.61301, 0.65172, -1.46223)  0.01
H (-2.58430, 0.20048, 0.22815)  0.02
H (-5.16985, 4.01138, -2.26942)  0.02
H (-6.50375, 3.43519, -1.60757)  0.01
H (-6.20842, 5.04230, -1.19240)  0.02
H (-3.15149, 5.25280, -0.35561)  0.03
H (-2.69262, 3.79318, 0.26448)  0.01
H (-2.97239, 4.01622, -1.49929)  0.02
H (-7.39776, 4.23897, 0.80834)  0.00
H (-8.33021, 3.00606, 1.72272)  0.00
H (-6.81748, 3.53910, 2.28517)  0.00
H (-8.26951, 0.81514, 0.88533)  0.00
H (-7.04257, 0.97286, 2.30791)  0.00
H (-6.72370, 0.00188, 0.80915)  0.00
O (2.79356, 1.90649, 0.00026)  0.00
C (1.95530, 1.04315, -0.23943)  0.00
O (1.71848, 0.08526, 0.74473)  0.00
C (0.88430, -0.89198, 0.15629)  0.00
C (0.70594, -0.72172, -1.32054)  0.00
C (1.20404, 0.67963, -1.54334)  0.00
H (-0.07499, -0.95805, 0.66963)  0.00
H (1.41543, -1.83514, 0.28459)  0.00
H (-0.37561, -0.85008, -1.36383)  0.00
H (1.28839, -1.34004, -2.00357)  0.00
H (0.37332, 1.37098, -1.68489)  0.00
H (1.80112, 0.79738, -2.44763)  0.00
O (-0.84000, 2.88303, -2.98685)  0.00
C (-1.15471, 3.46795, -3.98604)  0.00
O (-0.98236, 2.88485, -5.23753)  0.00
C (-1.47022, 3.68711, -6.26882)  0.00
C (-2.41934, 4.66719, -5.58494)  0.00
C (-1.76427, 4.86327, -4.13319)  0.00
H (-1.88696, 3.03250, -7.03426)  0.00
H (-0.68619, 4.25500, -6.76974)  0.00
H (-3.43338, 4.27076, -5.53323)  0.00
H (-2.59104, 5.61504, -6.09504)  0.00
H (-2.51373, 4.99495, -3.35275)  0.00
H (-0.92311, 5.55566, -4.16699)  0.00
C (-2.31160, -3.66089, 1.43976)  0.00
C (-3.25948, -4.08092, 2.54620)  0.00
C (-4.75143, -4.13377, 2.05532)  0.00
O (-5.15282, -2.88408, 1.54431)  0.00
C (-6.51351, -2.76140, 1.59645)  0.00
N (-2.85047, -5.34339, 3.17411)  0.00
H (-2.65508, -2.75954, 0.93214)  0.00
H (-2.15647, -4.39392, 0.64811)  0.00
H (-1.31286, -3.38624, 1.77917)  0.00
H (-3.17492, -3.30455, 3.30660)  0.00
H (-5.22283, -4.39398, 3.00305)  0.00
H (-4.92217, -4.94564, 1.34836)  0.00
H (-6.83926, -2.21762, 0.70972)  0.00
H (-6.80531, -2.29945, 2.53961)  0.00
H (-7.07768, -3.69223, 1.53839)  0.00
H (-1.91432, -5.32202, 3.55262)  0.00
H (-3.34685, -5.51658, 4.03650)  0.00
C (6.36936, 2.10915, -2.75996)  0.00
C (6.77230, 2.53056, -1.29784)  0.00
C (8.21084, 3.01788, -1.19671)  0.00
O (9.35546, 2.25947, -1.56470)  0.00
C (9.54861, 0.99303, -0.85705)  0.00
N (5.74827, 3.34446, -0.72858)  0.00
H (7.29595, 1.64261, -3.09441)  0.00
H (6.16275, 2.99114, -3.36618)  0.00
H (5.65027, 1.29675, -2.86488)  0.00
H (6.76682, 1.59683, -0.73552)  0.00
H (8.25462, 3.50910, -0.22466)  0.00
H (8.25774, 3.92189, -1.80389)  0.00
H (8.73611, 0.31884, -1.12799)  0.00
H (9.55138, 1.19392, 0.21428)  0.00
H (10.53627, 0.55888, -1.01247)  0.00
H (4.81275, 3.20516, -1.08286)  0.00
H (5.67595, 3.24188, 0.27359)  0.00
C (4.05020, -5.28612, -0.05847)  0.00
C (3.42803, -3.89286, -0.03635)  0.00
C (3.99412, -3.00440, 1.00278)  0.00
O (3.96228, -3.49366, 2.31438)  0.00
C (2.75926, -3.43510, 2.98622)  0.00
N (3.42578, -3.29357, -1.34957)  0.00
H (5.12575, -5.31252, -0.23338)  0.00
H (3.44215, -5.90224, -0.72089)  0.00
H (3.85587, -5.80307, 0.88125)  0.00
H (2.38696, -4.02729, 0.25725)  0.00
H (3.59919, -1.98848, 0.99709)  0.00
H (5.05957, -2.77557, 0.97877)  0.00
H (2.70890, -4.00518, 3.91389)  0.00
H (2.08453, -4.07764, 2.42054)  0.00
H (2.35930, -2.43453, 3.15052)  0.00
H (2.84327, -3.63088, -2.10256)  0.00
H (4.37866, -3.07173, -1.60039)  0.00
C (1.43119, -6.95997, -4.32146)  0.00
C (0.55359, -5.84375, -4.91048)  0.00
C (1.15198, -4.47351, -4.57243)  0.00
O (1.14835, -4.18385, -3.20603)  0.00
C (-0.12595, -3.84489, -2.57670)  0.00
N (0.31601, -6.04080, -6.31939)  0.00
H (1.50176, -6.83118, -3.24140)  0.00
H (2.42636, -7.09357, -4.74560)  0.00
H (1.04018, -7.93600, -4.60880)  0.00
H (-0.44115, -5.82198, -4.46539)  0.00
H (0.56187, -3.76662, -5.15569)  0.00
H (2.16635, -4.52831, -4.96756)  0.00
H (-0.60090, -3.04902, -3.15040)  0.00
H (-0.25567, -3.51338, -1.54648)  0.00
H (-0.69306, -4.77227, -2.65694)  0.00
H (1.23166, -5.91978, -6.72808)  0.00
H (0.17278, -7.01905, -6.52590)  0.00
C (5.08469, 3.89715, 2.73717)  0.00
C (3.90146, 3.21793, 3.32171)  0.00
C (2.41504, 3.76776, 2.95969)  0.00
O (1.55795, 3.19044, 3.96283)  0.00
C (1.53209, 3.98029, 5.17287)  0.00
N (4.06306, 1.88825, 2.84601)  0.00
H (5.96766, 3.32056, 2.46151)  0.00
H (5.55917, 4.57485, 3.44690)  0.00
H (4.82425, 4.36516, 1.78784)  0.00
H (4.04799, 3.22669, 4.40178)  0.00
H (2.10840, 3.66654, 1.91862)  0.00
H (2.34006, 4.85438, 3.00142)  0.00
H (0.86532, 4.84255, 5.17919)  0.00
H (2.55249, 4.25231, 5.44282)  0.00
H (1.13060, 3.25114, 5.87660)  0.00
H (3.89412, 1.66584, 1.87539)  0.00
H (3.34507, 1.31845, 3.27015)  0.00
C (1.31825, 0.57468, -6.88644)  0.00
C (2.33599, 0.89491, -5.86314)  0.00
C (3.72392, 0.61033, -6.44222)  0.00
O (4.60947, 0.54741, -5.28931)  0.00
C (4.67356, -0.70812, -4.59725)  0.00
N (2.13198, 2.35089, -5.48812)  0.00
H (1.33977, 1.08343, -7.85019)  0.00
H (0.29571, 0.70384, -6.53170)  0.00
H (1.38215, -0.50030, -7.05507)  0.00
H (2.15043, 0.42119, -4.89916)  0.00
H (3.92405, 1.56956, -6.91966)  0.00
H (3.67490, -0.27157, -7.08092)  0.00
H (5.41894, -0.65762, -3.80355)  0.00
H (4.98489, -1.53342, -5.23761)  0.00
H (3.68439, -1.00195, -4.24610)  0.00
H (2.94091, 2.50128, -4.90236)  0.00
H (1.29725, 2.45160, -4.92851)  0.00

=====

2.
Molecular formula: C44H114N6O20
Method: DFT, ωB97M-V with the def2-TZVPD basis set

total charge = 0
E_HOMO = -8.439 eV
E_tot = -97355.0766 eV
Kohn-Sham gap = 8.84 eV
SMILES string = COCCNCCOC.COCCNCCOC.COCCNCCOC.COCCNCCOC.COCCNCCOC.COCCNCCOC.OCCO.OCCO.OCCO.OCCO

Each line ends with the Löwdin charge.
Atoms and positions in Å:
C (-1.91273, -1.05866, -8.12956)  -0.14
O (-2.33277, -1.43974, -6.83985)  -0.18
C (-1.38157, -1.17689, -5.73888)  -0.18
C (-2.05115, -1.22125, -4.41304)  -0.23
N (-3.12156, -0.27791, -4.20036)  -0.03
C (-3.46262, -0.28526, -2.77238)  -0.20
C (-4.78206, 0.37057, -2.46459)  -0.24
O (-5.83505, -0.50772, -2.72735)  -0.18
C (-6.46546, -0.38453, -4.02013)  -0.08
H (-2.62440, -1.09796, -8.95422)  0.08
H (-1.01518, -1.58295, -8.45763)  0.08
H (-1.62244, -0.00928, -8.18099)  0.07
H (-0.90571, -0.20996, -5.90224)  0.09
H (-0.49621, -1.80778, -5.81767)  0.12
H (-1.29869, -0.88902, -3.69782)  0.10
H (-2.29664, -2.25076, -4.15236)  0.12
H (-3.94860, -0.48481, -4.74194)  0.08
H (-2.70291, 0.30959, -2.26533)  0.10
H (-3.52017, -1.30162, -2.38274)  0.12
H (-4.88964, 1.36740, -2.89218)  0.13
H (-4.70954, 0.54321, -1.39078)  0.10
H (-5.79087, -0.32704, -4.87438)  0.07
H (-7.08603, 0.51153, -4.01283)  0.08
H (-7.12678, -1.23907, -4.16339)  0.09
C (-2.24208, 5.75671, -5.28258)  -0.13
O (-1.42027, 4.67553, -5.56526)  -0.19
C (-1.75161, 3.48252, -4.87311)  -0.18
C (-0.57221, 2.48199, -4.93531)  -0.18
N (0.52220, 3.27796, -4.42681)  -0.08
C (1.82070, 2.62975, -4.60185)  -0.16
C (2.87924, 3.70598, -4.23144)  -0.17
O (2.85658, 4.87220, -5.10492)  -0.22
C (4.06947, 5.58601, -5.27026)  -0.11
H (-3.24567, 5.48200, -5.60731)  0.08
H (-2.05486, 6.46461, -6.09000)  0.09
H (-2.37256, 6.24458, -4.31663)  0.09
H (-2.67175, 3.05608, -5.27259)  0.12
H (-1.93870, 3.80873, -3.85005)  0.11
H (-0.39972, 2.09486, -5.93953)  0.11
H (-0.73773, 1.57481, -4.35417)  0.11
H (0.50191, 4.08397, -5.03510)  0.11
H (2.09723, 2.27053, -5.59310)  0.12
H (1.88334, 1.72462, -3.99777)  0.12
H (3.90554, 3.39935, -4.43342)  0.11
H (2.80357, 4.09436, -3.21580)  0.11
H (4.86304, 5.06696, -5.80779)  0.08
H (4.44199, 5.87633, -4.28789)  0.09
H (3.80667, 6.39927, -5.94676)  0.09
C (-6.31434, -5.64376, 5.04130)  -0.14
O (-5.98992, -4.30395, 5.05453)  -0.20
C (-6.92522, -3.43055, 4.41712)  -0.19
C (-6.10624, -2.22301, 3.86133)  -0.20
N (-5.31338, -2.63491, 2.70855)  -0.05
C (-4.58430, -1.51240, 2.19940)  -0.20
C (-3.77970, -2.10895, 0.94870)  -0.20
O (-2.73074, -2.97250, 1.36518)  -0.20
C (-2.23792, -3.78980, 0.26868)  -0.08
H (-6.60600, -5.95646, 4.03867)  0.09
H (-7.16929, -5.83598, 5.68953)  0.08
H (-5.49167, -6.24808, 5.42351)  0.09
H (-7.68304, -3.09229, 5.12378)  0.12
H (-7.42606, -3.97392, 3.61587)  0.11
H (-5.57574, -1.81368, 4.72104)  0.10
H (-6.86300, -1.48734, 3.58889)  0.12
H (-4.61893, -3.27754, 3.06192)  0.11
H (-3.93584, -1.05487, 2.94657)  0.10
H (-5.27962, -0.80010, 1.75524)  0.12
H (-3.39434, -1.20223, 0.48236)  0.10
H (-4.47510, -2.64536, 0.30310)  0.12
H (-2.97743, -4.45709, -0.17398)  0.08
H (-1.43423, -4.42570, 0.63992)  0.07
H (-1.88716, -3.17267, -0.55849)  0.08
C (6.39724, -5.13139, -0.55601)  -0.11
O (6.79529, -4.29336, -1.58836)  -0.21
C (5.80748, -3.97935, -2.55549)  -0.19
C (4.68510, -2.96254, -2.19238)  -0.16
N (5.21277, -1.62800, -1.85320)  -0.05
C (6.31211, -1.53338, -0.88193)  -0.18
C (6.63827, -0.03483, -0.56761)  -0.17
O (5.47415, 0.66414, -0.15859)  -0.21
C (4.80957, 1.37212, -1.15331)  -0.14
H (6.18867, -6.14653, -0.89381)  0.09
H (5.53879, -4.68084, -0.05784)  0.06
H (7.15125, -5.10411, 0.23063)  0.09
H (5.29013, -4.89071, -2.85530)  0.11
H (6.46229, -3.73615, -3.39225)  0.13
H (4.03612, -3.29962, -1.38411)  0.08
H (4.10467, -2.83456, -3.10607)  0.12
H (4.47857, -1.00101, -1.55666)  0.06
H (7.22930, -1.98341, -1.26185)  0.11
H (6.10649, -2.13525, 0.00327)  0.09
H (7.08110, 0.41709, -1.45517)  0.12
H (7.30164, 0.02064, 0.29550)  0.11
H (5.33154, 2.21659, -1.60331)  0.09
H (3.89997, 1.71362, -0.65924)  0.07
H (4.47955, 0.72596, -1.96675)  0.07
C (-0.70460, 5.80200, 7.33752)  -0.15
O (-1.20668, 4.71572, 6.68891)  -0.20
C (-1.25275, 3.47653, 7.44941)  -0.19
C (-1.76823, 2.34853, 6.54594)  -0.19
N (-0.78813, 2.16824, 5.45462)  -0.05
C (-1.31324, 1.24396, 4.45358)  -0.20
C (-1.43806, -0.30166, 4.73424)  -0.17
O (-2.68478, -0.53101, 5.40517)  -0.19
C (-2.81012, -1.83164, 5.82356)  -0.15
H (-1.49299, 6.37237, 7.82864)  0.09
H (-0.21158, 6.46679, 6.62823)  0.09
H (0.09493, 5.42141, 7.97314)  0.09
H (-1.97533, 3.64620, 8.24765)  0.11
H (-0.35667, 3.19072, 8.00027)  0.12
H (-2.80672, 2.48010, 6.24212)  0.12
H (-1.78803, 1.45597, 7.17128)  0.12
H (-0.58873, 3.04436, 4.99338)  0.10
H (-0.58549, 1.40658, 3.65858)  0.09
H (-2.22918, 1.59113, 3.97541)  0.10
H (-0.56009, -0.63046, 5.29028)  0.12
H (-1.32058, -0.84070, 3.79417)  0.11
H (-2.55451, -2.60968, 5.10425)  0.09
H (-3.85558, -2.00238, 6.08034)  0.08
H (-2.22673, -1.99965, 6.72884)  0.09
C (7.17283, -2.85842, 2.78643)  -0.12
O (5.90277, -3.26401, 2.39699)  -0.20
C (4.86035, -2.36700, 2.75628)  -0.20
C (3.63993, -2.40878, 1.81553)  -0.19
N (2.94397, -3.73287, 1.72682)  -0.02
C (2.00973, -3.74824, 0.51681)  -0.15
C (1.82836, -5.22518, -0.05510)  -0.17
O (3.06882, -5.72851, -0.64786)  -0.22
C (2.81519, -6.93216, -1.39922)  -0.10
H (7.48833, -1.93176, 2.30699)  0.08
H (7.93799, -3.56312, 2.46083)  0.09
H (7.18122, -2.74822, 3.87082)  0.09
H (5.22832, -1.34431, 2.67387)  0.11
H (4.54687, -2.50536, 3.79102)  0.13
H (3.96224, -1.95011, 0.88074)  0.09
H (2.86197, -1.75581, 2.21115)  0.10
H (3.69445, -4.40099, 1.62432)  0.08
H (2.37100, -3.10054, -0.28197)  0.07
H (1.05020, -3.34962, 0.84621)  0.10
H (1.02370, -5.29021, -0.78750)  0.10
H (1.52413, -5.94740, 0.70248)  0.12
H (3.64978, -7.14156, -2.06833)  0.08
H (1.86008, -6.94626, -1.92427)  0.08
H (2.75008, -7.80496, -0.74955)  0.08
O (-4.63146, 4.19075, 0.94508)  -0.05
C (-4.60587, 2.77581, 1.15474)  -0.23
C (-3.22403, 2.20258, 1.23291)  -0.22
O (-2.60290, 2.05693, -0.06385)  -0.08
H (-4.04759, 4.61090, 1.58083)  0.08
H (-5.13671, 2.45279, 2.05028)  0.12
H (-5.15974, 2.27666, 0.35965)  0.12
H (-3.26485, 1.21776, 1.69828)  0.10
H (-2.51537, 2.71897, 1.88038)  0.11
H (-2.48191, 2.92876, -0.44709)  0.05
O (-0.02603, 2.66466, -1.76240)  -0.09
C (0.23529, 3.89028, -1.10741)  -0.19
C (-0.69982, 5.04413, -1.50706)  -0.19
O (-2.03057, 4.88682, -0.98107)  -0.08
H (-0.05917, 2.81768, -2.70954)  0.03
H (0.17629, 3.66315, -0.04298)  0.11
H (1.28247, 4.14192, -1.27532)  0.11
H (-0.78372, 5.24211, -2.57564)  0.10
H (-0.29039, 5.94966, -1.05931)  0.12
H (-2.53635, 5.69431, -1.09825)  0.09
O (2.96815, 2.22878, 4.54967)  -0.09
C (3.32773, 1.51899, 3.31823)  -0.17
C (3.47854, 2.55948, 2.18018)  -0.23
O (2.30053, 3.04659, 1.55447)  -0.08
H (2.15766, 2.74252, 4.52187)  0.07
H (4.31206, 1.08761, 3.50020)  0.11
H (2.61549, 0.72204, 3.10449)  0.10
H (4.19489, 2.21047, 1.43647)  0.08
H (3.99033, 3.44501, 2.55702)  0.12
H (1.79236, 2.27218, 1.30219)  0.03
O (0.12795, 1.25175, 1.22065)  -0.11
C (0.16156, -0.16930, 0.86519)  -0.15
C (0.75367, -0.25449, -0.53186)  -0.23
O (-0.17029, -0.00138, -1.56877)  -0.07
H (-0.54875, 1.71233, 0.71909)  0.04
H (0.74719, -0.62854, 1.66157)  0.10
H (-0.85463, -0.55854, 0.92810)  0.11
H (1.11737, -1.26341, -0.72653)  0.10
H (1.67540, 0.32698, -0.55202)  0.11
H (-0.37165, 0.93446, -1.49625)  0.02